No. 1
Formula: C2H5NO3
Source: the Open Molecules 2025 dataset
Level of theory: ωB97M-V/def2-TZVPD

gap between HOMO and LUMO	0.3865	Ha
lowest unoccupied orbital energy	0.58	eV
SMILES	O=CNC=O.O

Atoms and positions in Å:
1 O 1.0176 -0.1660 0.4653
2 C 0.9940 1.0137 0.4402
3 N -0.3798 1.6606 0.4910
4 C -1.5356 0.7753 0.2396
5 O -1.3219 -0.3737 -0.0837
6 H 1.7747 1.8383 0.3985
7 H -0.6606 2.6084 0.6345
8 H -2.4707 1.3279 0.2330
9 H 0.3360 -1.9038 -0.8020
10 H 0.7528 -2.4291 -1.9841
11 O 1.0763 -2.4353 -1.1310

---

No. 2
Formula: C54H40N5OP2PbS
Source: the Open Molecules 2025 dataset
Level of theory: ωB97M-V/def2-TZVPD

gap between HOMO and LUMO	0.2898	Ha
charge	+1
lowest unoccupied orbital energy	-2.27	eV

Atoms and positions in Å:
1 Pb 0.6253 -0.1386 -0.8830
2 O -2.5651 3.7014 -0.7037
3 S -2.0551 2.3049 -0.5993
4 C -0.2538 2.3000 -0.5979
5 C 0.3752 3.0792 -1.6734
6 C 1.3014 3.9354 -1.2768
7 C 2.7852 3.2565 0.7033
8 C 2.2958 2.2224 1.6660
9 C 1.0001 1.9979 1.5975
10 P 0.1903 0.4129 1.8900
11 C 1.2395 -0.4983 3.0660
12 C 2.5627 -0.8145 2.7441
13 C 3.3106 -1.6221 3.5842
14 C 2.7466 -2.1397 4.7437
15 C 1.4310 -1.8437 5.0602
16 C 0.6773 -1.0266 4.2273
17 C -1.3259 0.7773 2.7968
18 C -2.5261 0.2433 2.3511
19 C -3.7046 0.4945 3.0441
20 C -3.6746 1.2821 4.1834
21 C -2.4716 1.8214 4.6348
22 C -1.2980 1.5721 3.9456
23 C -2.2940 1.6093 -2.2679
24 C -2.4968 2.5688 -3.2503
25 C -2.8389 2.1792 -4.5367
26 C -3.0125 0.8355 -4.8322
27 C -2.8405 -0.1185 -3.8410
28 C -2.4866 0.2476 -2.5428
29 P -2.2577 -1.0121 -1.2404
30 C -1.7350 -2.5146 -2.1606
31 C -0.7913 -2.4223 -3.1876
32 C -0.2496 -3.5622 -3.7613
33 C -0.6435 -4.8186 -3.3221
34 C -1.5960 -4.9236 -2.3204
35 C -2.1385 -3.7821 -1.7446
36 C -3.9390 -1.4033 -0.6472
37 C -5.0894 -0.8766 -1.2287
38 C -6.3406 -1.1788 -0.7066
39 C -6.4568 -2.0133 0.3948
40 C -5.3154 -2.5419 0.9849
41 C -4.0660 -2.2271 0.4737
42 H 0.1208 2.8965 -2.7086
43 H 1.9269 4.5502 -1.9054
44 H 3.3875 4.0105 1.2109
45 H 2.9777 1.6201 2.2461
46 H 3.0001 -0.4493 1.8245
47 H 4.3349 -1.8565 3.3242
48 H 3.3326 -2.7732 5.3965
49 H 0.9829 -2.2468 5.9588
50 H -0.3496 -0.8127 4.4901
51 H -2.5465 -0.3437 1.4454
52 H -4.6385 0.0834 2.6822
53 H -4.5900 1.4851 4.7236
54 H -2.4538 2.4387 5.5232
55 H -0.3626 1.9977 4.2910
56 H -2.4102 3.6135 -2.9809
57 H -2.9833 2.9281 -5.3042
58 H -3.2942 0.5286 -5.8308
59 H -2.9842 -1.1663 -4.0751
60 H -0.4918 -1.4536 -3.5729
61 H 0.4769 -3.4660 -4.5574
62 H -0.2212 -5.7086 -3.7690
63 H -1.9279 -5.8976 -1.9854
64 H -2.8884 -3.8930 -0.9730
65 H -5.0166 -0.2228 -2.0882
66 H -7.2264 -0.7606 -1.1660
67 H -7.4336 -2.2512 0.7946
68 H -5.3978 -3.1929 1.8455
69 H -3.1805 -2.6340 0.9521
70 C -0.6585 4.9024 1.9072
71 C 0.4446 5.7864 1.5467
72 C 1.4109 5.3335 0.7681
73 C 1.4759 3.9438 0.2082
74 N 0.3146 2.9856 0.6911
75 C -0.7320 3.6488 1.5105
76 N 3.6052 2.7555 -0.3753
77 C 3.6630 1.5517 -0.7849
78 N 2.9900 0.3678 -0.3896
79 C 3.6368 -0.6939 -1.0211
80 N 3.5075 -1.9632 -0.8823
81 C 2.6734 -2.6763 -0.0434
82 C 3.1697 -3.8906 0.4537
83 C 2.3762 -4.6737 1.2558
84 C 1.0741 -4.2627 1.5475
85 C 0.6534 -3.0702 1.0129
86 N 1.4283 -2.2919 0.2462
87 C 4.6459 -0.1663 -1.9720
88 C 5.4939 -0.8196 -2.8474
89 C 6.3475 -0.0323 -3.6092
90 C 6.3548 1.3584 -3.4745
91 C 5.5108 1.9964 -2.5744
92 C 4.6524 1.2003 -1.8398
93 H -1.4704 5.2748 2.5169
94 H 0.4493 6.8052 1.9067
95 H 2.2381 5.9630 0.4604
96 H -1.5407 2.9888 1.7759
97 H 4.1772 -4.1756 0.1860
98 H 2.7566 -5.6072 1.6497
99 H 0.4127 -4.8533 2.1644
100 H -0.3459 -2.6897 1.2113
101 H 5.4861 -1.8983 -2.9265
102 H 7.0225 -0.4994 -4.3141
103 H 7.0357 1.9446 -4.0775
104 H 5.5192 3.0705 -2.4465

---

No. 3
Formula: C40H38Ge2N4O6RuS
Source: the Open Molecules 2025 dataset
Level of theory: ωB97M-V/def2-TZVPD

2S+1	5
gap between HOMO and LUMO (alpha / beta)	0.2259 / 0.1940	Ha
<S²>	6.0300
lowest unoccupied orbital energy (alpha / beta)	-1.20 / -2.72	eV

Atoms and positions in Å:
1 Ru -0.0783 0.0815 -0.2201
2 O -0.8301 2.7529 5.9962
3 C 0.2537 2.7201 5.4017
4 O 1.3735 3.2107 5.5891
5 C 0.2018 1.8173 4.0853
6 C -1.0275 1.4235 3.5735
7 C -1.0523 0.6988 2.3975
8 N 0.0997 0.3913 1.7568
9 C 1.2957 0.8602 2.1944
10 C 1.3735 1.5300 3.3994
11 C 2.3785 0.6608 1.2320
12 C 3.7298 0.7974 1.5260
13 C 4.6694 0.4932 0.5650
14 C 4.2488 0.0707 -0.6943
15 C 2.8974 -0.0038 -0.9401
16 N 1.9805 0.2895 -0.0139
17 C -2.2512 0.2169 1.7025
18 C -3.4942 0.0939 2.3058
19 C -4.5576 -0.3968 1.5756
20 C -4.3563 -0.7785 0.2532
21 C -3.0962 -0.6413 -0.2863
22 N -2.0654 -0.1494 0.4075
23 H -1.9376 1.7152 4.0786
24 H 2.3095 1.9020 3.7946
25 H 4.0234 1.1188 2.5158
26 H 5.7244 0.5741 0.7885
27 H 4.9599 -0.2052 -1.4590
28 H 2.5107 -0.3046 -1.9086
29 H -3.6092 0.3827 3.3411
30 H -5.5341 -0.4907 2.0311
31 H -5.1654 -1.1724 -0.3442
32 H -2.8938 -0.9293 -1.3117
33 C -0.2709 8.3593 -3.0886
34 C -0.3565 7.0489 -2.3565
35 C 0.7158 6.1584 -2.3687
36 C 0.6245 4.9311 -1.7351
37 C -0.5546 4.5949 -1.0871
38 C -1.6300 5.4641 -1.0510
39 C -1.5220 6.6922 -1.6826
40 S -0.6022 3.0413 -0.2347
41 O 0.4729 3.0632 0.7216
42 O -1.9436 2.8227 0.2588
43 N -0.2099 1.9309 -1.3491
44 C -1.1338 1.8205 -2.4648
45 C -1.1299 0.3804 -2.9822
46 O -1.6582 0.0856 -4.0328
47 O -0.5277 -0.4741 -2.1926
48 H 0.7633 8.6082 -3.3211
49 H -0.7088 9.1676 -2.5034
50 H -0.8203 8.3027 -4.0307
51 H 1.6317 6.4343 -2.8768
52 H 1.4514 4.2322 -1.7293
53 H -2.5289 5.1695 -0.5248
54 H -2.3492 7.3909 -1.6513
55 H -0.8464 2.4734 -3.2928
56 H -2.1617 2.0714 -2.1740
57 C -2.0688 -3.1731 -3.0499
58 Ge -0.2030 -3.3252 -2.4298
59 C 0.1556 -5.2795 -2.2490
60 C 1.0558 -2.6590 -3.7974
61 Ge 0.1875 -2.3296 -0.1911
62 C 2.0076 -2.8271 0.4216
63 C 2.4567 -2.5221 1.7058
64 C 3.7428 -2.8511 2.1066
65 C 4.6022 -3.4947 1.2270
66 C 4.1719 -3.8047 -0.0548
67 C 2.8867 -3.4653 -0.4519
68 C -1.0346 -3.1167 1.1510
69 C -1.0693 -2.6725 2.4723
70 C -1.8747 -3.2990 3.4116
71 C -2.6615 -4.3799 3.0391
72 C -2.6575 -4.8171 1.7229
73 C -1.8539 -4.1830 0.7861
74 H -2.2482 -3.9357 -3.8089
75 H -2.2257 -2.1923 -3.4964
76 H -2.7777 -3.3255 -2.2343
77 H 0.1039 -5.7366 -3.2389
78 H -0.5863 -5.7652 -1.6148
79 H 1.1396 -5.4834 -1.8269
80 H 0.7782 -3.0759 -4.7662
81 H 2.0829 -2.9522 -3.5761
82 H 0.9942 -1.5755 -3.8652
83 H 1.7902 -2.0294 2.4059
84 H 4.0732 -2.6086 3.1094
85 H 5.6039 -3.7597 1.5413
86 H 4.8336 -4.3131 -0.7450
87 H 2.5550 -3.7081 -1.4551
88 H -0.4576 -1.8317 2.7759
89 H -1.8815 -2.9474 4.4359
90 H -3.2783 -4.8808 3.7744
91 H -3.2748 -5.6549 1.4243
92 H -1.8538 -4.5239 -0.2429

---

No. 4
Formula: C40H38Cl2HgN7O5Si
Source: the Open Molecules 2025 dataset
Level of theory: ωB97M-V/def2-TZVPD

2S+1	2
gap between HOMO and LUMO (alpha / beta)	0.2537 / 0.2534	Ha
<S²>	0.7545
charge	-2
lowest unoccupied orbital energy (alpha / beta)	4.02 / 4.00	eV

Atoms and positions in Å:
1 Hg -0.2852 0.7777 0.1031
2 C -2.5924 -2.2769 -1.9571
3 N -2.3492 -0.9243 -1.4944
4 C -3.3621 -0.1551 -1.4424
5 C -3.3383 1.2391 -1.0832
6 C -4.4242 2.1089 -1.1537
7 C -3.9231 3.3868 -0.8676
8 C -2.5615 3.2165 -0.6329
9 N -2.1950 1.9236 -0.7529
10 C -1.5798 -2.6966 -2.9956
11 C -0.9510 -3.9325 -2.9292
12 C -0.0330 -4.3124 -3.9003
13 C 0.2814 -3.4474 -4.9371
14 C -0.3307 -2.2011 -5.0032
15 C -1.2609 -1.8362 -4.0433
16 H -3.5999 -2.3518 -2.3995
17 H -2.5563 -2.9749 -1.1154
18 H -4.3522 -0.5258 -1.7539
19 H -5.4409 1.8374 -1.4006
20 H -4.4727 4.3151 -0.8252
21 H -1.8311 3.9745 -0.4093
22 H -1.1722 -4.5939 -2.0990
23 H 0.4653 -5.2714 -3.8237
24 H 1.0189 -3.7291 -5.6786
25 H -0.0706 -1.5067 -5.7927
26 H -1.7244 -0.8579 -4.0834
27 O 3.5355 1.4095 -5.1947
28 C 2.2879 1.7178 -5.3873
29 O 1.8382 2.0890 -6.4642
30 C 1.3728 1.5763 -4.2182
31 C 0.0245 1.8594 -4.2725
32 N -0.4846 1.5794 -3.0671
33 N 0.4498 1.1430 -2.2191
34 C 1.5955 1.1584 -2.8817
35 C 2.8839 0.8484 -2.1466
36 O 3.9354 0.8429 -2.8776
37 O 2.8337 0.6754 -0.9351
38 H 3.7088 1.0555 -4.1565
39 H -0.5723 2.2231 -5.0908
40 H -1.4076 1.7387 -2.6756
41 Cl -1.9027 1.1652 3.2474
42 C 0.1820 2.1881 5.0994
43 Cl 1.5880 3.0210 4.5180
44 H 0.3781 1.1717 5.4031
45 H -0.4958 2.8096 5.6630
46 C 1.7766 -0.9012 5.7997
47 C 2.5502 -0.4217 4.7504
48 C 2.0695 -0.4863 3.4499
49 C 0.8176 -1.0367 3.1618
50 C 0.0519 -1.5023 4.2296
51 C 0.5227 -1.4363 5.5351
52 Si 0.2853 -1.2234 1.3510
53 C -1.1992 -2.4105 1.3859
54 C -2.4909 -1.9308 1.6302
55 C -3.5750 -2.7957 1.6916
56 C -3.3935 -4.1617 1.5096
57 C -2.1192 -4.6565 1.2700
58 C -1.0362 -3.7859 1.2097
59 C 1.6926 -2.2285 0.5756
60 C 2.5273 -3.0474 1.3428
61 C 3.5767 -3.7510 0.7678
62 C 3.8214 -3.6376 -0.5944
63 C 3.0015 -2.8376 -1.3748
64 C 1.9437 -2.1511 -0.7943
65 H 2.1437 -0.8474 6.8185
66 H 3.5277 0.0048 4.9433
67 H 2.6810 -0.1039 2.6383
68 H -0.9295 -1.9208 4.0422
69 H -0.0944 -1.8003 6.3488
70 H -2.6439 -0.8666 1.7785
71 H -4.5662 -2.3994 1.8803
72 H -4.2423 -4.8356 1.5443
73 H -1.9654 -5.7213 1.1328
74 H -0.0466 -4.1823 1.0106
75 H 2.3588 -3.1328 2.4108
76 H 4.2143 -4.3726 1.3871
77 H 4.6587 -4.1600 -1.0433
78 H 3.1979 -2.7226 -2.4329
79 H 1.3167 -1.5242 -1.4170
80 C 0.6740 6.1899 2.6317
81 N 0.7198 5.2955 1.5058
82 C 1.7787 5.2873 0.5290
83 C 1.4666 3.9983 -0.2477
84 O 2.0317 3.7015 -1.2693
85 N 0.4541 3.3226 0.4073
86 C 0.0642 4.0986 1.4129
87 N -0.9378 3.8034 2.2312
88 H 1.1174 7.1406 2.3365
89 H 1.2155 5.8059 3.5016
90 H -0.3599 6.3890 2.9207
91 H 2.7745 5.2169 0.9782
92 H 1.7425 6.1506 -0.1377
93 H -1.2862 2.8300 2.2845
94 H -0.9986 4.2991 3.1032

---

No. 5
Formula: C24H29N5O3S
Source: the Open Molecules 2025 dataset
Level of theory: ωB97M-V/def2-TZVPD

gap between HOMO and LUMO	0.2948	Ha
lowest unoccupied orbital energy	0.34	eV
SMILES	COc1ccccc1N1CCN(c2ncnc3sc(C(=O)NC[C@@H]4CCCO4)c(C)c23)CC1

Atoms and positions in Å:
1 C -5.3617 -3.8857 0.4174
2 H -5.4692 -4.4057 -0.5406
3 H -4.5413 -4.3337 0.9768
4 H -6.2880 -3.9877 0.9917
5 O -5.0064 -2.5376 0.2416
6 C -5.8911 -1.7030 -0.3960
7 C -7.0939 -2.1252 -0.9354
8 C -7.9609 -1.2218 -1.5335
9 C -7.6218 0.1127 -1.5996
10 C -6.4128 0.5437 -1.0791
11 C -5.5263 -0.3395 -0.4721
12 N -4.3404 0.0885 0.1269
13 C -4.1789 1.4848 0.4636
14 C -3.1579 1.5825 1.6012
15 N -1.8907 0.9746 1.2485
16 C -0.9447 1.7546 0.6571
17 N -1.3177 2.9719 0.2536
18 C -0.4754 3.6989 -0.4531
19 N 0.7276 3.3470 -0.8541
20 C 1.1601 2.2030 -0.3415
21 C 0.4121 1.3545 0.4993
22 C 1.2116 0.3132 1.0634
23 C 2.4910 0.3278 0.5701
24 C 3.5774 -0.5898 0.9527
25 O 3.3878 -1.5778 1.6439
26 N 4.8090 -0.2354 0.5172
27 H 4.9270 0.5292 -0.1304
28 C 5.9673 -1.0636 0.7272
29 H 5.6456 -1.9332 1.3049
30 C 6.5708 -1.5018 -0.6154
31 H 5.7937 -2.0077 -1.2008
32 C 7.8217 -2.3826 -0.4277
33 H 7.6325 -3.4169 -0.7033
34 H 8.1398 -2.3545 0.6151
35 C 8.8671 -1.7169 -1.3249
36 H 9.8799 -1.8114 -0.9412
37 C 8.3768 -0.2704 -1.3411
38 H 8.6883 0.2932 -2.2211
39 O 6.9686 -0.3619 -1.3690
40 H 8.7112 0.2613 -0.4377
41 H 8.8256 -2.1316 -2.3321
42 H 6.7184 -0.5030 1.2957
43 S 2.7731 1.6265 -0.5758
44 C 0.7772 -0.5850 2.1722
45 H -0.1029 -0.1825 2.6658
46 H 0.5658 -1.5885 1.8058
47 H 1.5886 -0.6875 2.8892
48 H -0.8278 4.6713 -0.7701
49 C -2.0594 -0.4053 0.8362
50 H -1.1130 -0.8114 0.4874
51 C -3.0860 -0.4889 -0.3005
52 H -3.2363 -1.5312 -0.5723
53 H -2.6884 0.0553 -1.1765
54 H -2.4205 -0.9858 1.6892
55 H -2.9829 2.6270 1.8557
56 H -3.5413 1.0432 2.4725
57 H -5.1317 1.8880 0.8084
58 H -3.8159 2.0832 -0.3869
59 H -6.1521 1.5874 -1.1575
60 H -8.2881 0.8243 -2.0632
61 H -8.8973 -1.5729 -1.9392
62 H -7.3809 -3.1634 -0.8823

---

No. 6
Formula: C3H7NO3
Source: the Open Molecules 2025 dataset
Level of theory: ωB97M-V/def2-TZVPD

gap between HOMO and LUMO	0.3839	Ha
lowest unoccupied orbital energy	0.49	eV

Atoms and positions in Å:
1 O 2.3179 0.1076 0.7861
2 C 2.5955 -0.5236 -0.2372
3 O 1.7686 -1.1715 -0.9664
4 H 3.6012 -0.5791 -0.5971
5 O -2.7637 0.7416 1.0147
6 C -1.9714 1.2525 0.2204
7 C -0.7956 0.4813 -0.2879
8 N -0.6232 -0.8402 0.3296
9 H -2.2373 2.2552 -0.2248
10 H -0.9104 0.3434 -1.3879
11 H 0.1260 1.0507 -0.0733
12 H 0.6047 -1.2189 -0.3588
13 H -0.1855 -0.7052 1.2092
14 H -1.5269 -1.1938 0.5734